Record 1
Entry from OMol25: a structure of composition C34H36F11NO35 in a non-equilibrium geometry (ωB97M-V/def2-TZVPD).

XYZ file:
```
117
C34H36F11NO35 ωB97M-V/def2-TZVPD
C -0.420 -0.191 -0.286
N -0.138 0.984 0.645
O 1.024 0.975 1.015
O -1.157 1.402 1.217
H -0.067 -1.025 0.320
H 0.196 -0.128 -1.183
H -1.466 -0.277 -0.581
C -1.750 1.313 -4.938
C -0.379 0.632 -5.222
O 0.167 0.518 -3.922
C -0.517 1.356 -3.085
O -0.329 1.453 -1.870
O -1.471 2.021 -3.741
F 0.313 1.560 -5.873
H -2.531 0.573 -4.766
H -2.029 1.948 -5.779
H -0.449 -0.237 -5.875
C 1.658 -3.659 1.507
C 2.131 -3.096 0.235
O 3.495 -2.832 0.512
C 3.537 -2.547 1.830
O 4.464 -2.030 2.446
O 2.267 -2.789 2.413
F 1.408 -1.986 0.027
H 2.170 -4.622 1.522
H 0.575 -3.774 1.546
H 1.824 -3.844 -0.496
C -2.323 2.331 2.782
C -1.967 3.854 3.129
O -2.872 4.593 2.366
C -3.386 3.795 1.383
O -4.043 4.140 0.396
O -3.005 2.518 1.544
F -0.716 4.095 2.671
H -3.044 1.987 3.523
H -1.566 1.556 2.901
H -1.949 4.189 4.166
C -0.096 -4.654 -0.372
C -0.919 -3.662 0.414
O -2.105 -3.569 -0.371
C -2.261 -4.702 -0.948
O -3.244 -4.995 -1.591
O -1.226 -5.482 -0.682
F -0.290 -2.451 0.388
H 0.666 -5.105 0.263
H 0.342 -4.229 -1.275
H -1.004 -4.083 1.415
C 1.427 2.817 1.819
C 1.295 3.917 2.919
O 2.089 4.942 2.323
C 3.022 4.374 1.442
O 3.976 4.903 0.901
O 2.620 3.105 1.235
F 1.916 3.563 4.013
H 0.633 3.044 1.108
H 1.393 1.785 2.169
H 0.263 4.200 3.124
C 1.886 -0.042 -3.063
C 3.315 0.008 -2.525
O 4.140 -0.426 -3.547
C 3.328 -1.192 -4.323
O 3.726 -2.065 -5.086
O 2.051 -0.885 -4.152
F 3.375 -0.860 -1.540
H 1.447 0.953 -3.146
H 1.238 -0.613 -2.398
H 3.723 0.985 -2.266
C -1.155 -2.362 -3.528
C -1.293 -2.036 -2.122
O -1.962 -0.767 -2.173
C -2.651 -0.762 -3.220
O -3.616 0.025 -3.426
O -2.303 -1.719 -4.065
F -0.065 -1.924 -1.596
H -1.290 -3.443 -3.548
H -0.284 -1.905 -3.999
H -1.847 -2.760 -1.524
C -2.371 -1.491 1.169
C -3.377 -0.392 1.171
O -2.995 0.397 2.254
C -2.123 -0.272 3.017
O -1.504 0.209 3.955
O -1.867 -1.441 2.414
F -4.650 -0.847 1.405
H -1.551 -1.299 0.477
H -2.848 -2.452 0.976
H -3.348 0.259 0.297
C 3.295 1.036 1.709
C 3.086 0.096 0.531
O 4.446 -0.124 0.216
C 5.134 -0.250 1.320
O 6.293 -0.640 1.383
O 4.420 0.332 2.273
F 2.627 0.876 -0.452
H 2.536 1.135 2.486
H 3.675 1.996 1.361
H 2.380 -0.717 0.702
C -2.417 3.095 -1.282
C -3.007 1.778 -1.862
O -4.356 2.093 -1.793
C -4.624 3.428 -1.739
O -5.696 3.988 -1.901
O -3.439 4.001 -1.468
F -2.661 0.830 -0.981
H -1.509 3.226 -1.870
H -2.233 3.093 -0.207
H -2.691 1.468 -2.858
C 2.052 -0.451 4.171
C 1.037 -0.436 3.057
O 0.231 -1.543 3.350
C 0.777 -2.292 4.292
O 0.415 -3.409 4.598
O 1.934 -1.759 4.704
F 1.594 -0.661 1.923
H 1.884 0.336 4.905
H 3.065 -0.373 3.776
H 0.472 0.494 2.993
```

Computed properties:
- HOMO (Eh) = -0.3703
- E_LUMO (eV) = -1.346
- Kohn-Sham gap (Ha) = 0.32083

Record 2
Entry from OMol25: a structure of composition C34H36N6O6SeV in a non-equilibrium geometry (ωB97M-V/def2-TZVPD).

XYZ file:
```
84
C34H36N6O6SeV ωB97M-V/def2-TZVPD
V 0.137 0.610 3.191
O 6.529 -0.132 5.261
C 5.439 -0.786 5.891
C 4.201 -0.655 5.052
C 3.036 -1.358 5.432
C 1.892 -1.188 4.718
N 1.802 -0.327 3.666
C 2.941 0.311 3.256
C 4.149 0.156 3.947
C 2.736 1.236 2.167
C 3.764 1.857 1.448
C 3.469 2.752 0.448
C 4.563 3.435 -0.335
O 5.596 3.959 0.492
C 2.112 3.033 0.189
C 1.147 2.401 0.920
N 1.421 1.496 1.890
H 7.216 0.020 5.914
H 5.235 -0.351 6.874
H 5.659 -1.847 6.042
H 3.037 -2.018 6.292
H 0.975 -1.699 4.972
H 5.029 0.702 3.640
H 4.797 1.629 1.683
H 4.124 4.212 -0.969
H 5.059 2.719 -0.993
H 5.196 4.547 1.139
H 1.826 3.746 -0.576
H 0.098 2.615 0.760
O 0.386 0.980 6.156
N -0.253 0.969 5.066
O -1.132 0.004 4.709
O -0.406 2.107 4.273
C -1.521 3.160 -5.984
C -1.033 2.371 -4.801
C 0.063 1.518 -4.911
C 0.537 0.788 -3.833
C 1.727 -0.110 -4.033
C -0.122 0.903 -2.580
Se 0.518 -0.074 -1.122
C -1.247 1.761 -2.457
C -2.030 1.944 -1.180
C -1.667 2.477 -3.569
H -0.925 2.955 -6.872
H -1.473 4.232 -5.782
H -2.562 2.920 -6.210
H 0.565 1.426 -5.868
H 2.102 -0.015 -5.052
H 1.472 -1.155 -3.854
H 2.531 0.133 -3.338
H -1.666 1.310 -0.380
H -3.085 1.715 -1.348
H -1.984 2.986 -0.853
H -2.526 3.135 -3.471
C -1.405 -3.826 -4.265
C -2.470 -3.352 -3.309
C -3.483 -4.195 -2.870
C -4.445 -3.754 -1.973
C -4.423 -2.446 -1.504
N -5.447 -2.042 -0.614
C -5.523 -1.141 0.421
O -6.610 -0.750 0.811
N -4.374 -0.640 1.024
C -3.088 -1.160 1.205
C -2.722 -2.473 0.946
C -1.409 -2.857 1.167
C -0.509 -1.952 1.689
N -0.879 -0.704 2.008
C -2.130 -0.316 1.763
C -3.430 -1.583 -1.948
C -2.467 -2.043 -2.834
H -1.646 -4.809 -4.668
H -0.435 -3.898 -3.768
H -1.292 -3.134 -5.102
H -3.522 -5.219 -3.227
H -5.221 -4.431 -1.630
H -6.361 -2.419 -0.793
H -4.629 0.119 1.634
H -3.449 -3.191 0.588
H -1.091 -3.870 0.959
H 0.522 -2.208 1.888
H -2.400 0.691 2.070
H -3.413 -0.554 -1.609
H -1.700 -1.357 -3.174
```

Computed properties:
- ⟨S²⟩ = 4.1529
- energy relative to the best compared isomer or geometry (same formula, charge and spin) (kcal per mole) = 92.8
- HOMO (alpha / beta) (Eh) = -0.2100 / -0.2253
- 2S+1 = 4
- E_LUMO (alpha / beta) (eV) = -0.013 / -2.193
- Kohn-Sham gap (alpha / beta) (Ha) = 0.20956 / 0.14468

Record 3
Entry from OMol25: a structure of composition C34H37AuClN2P (ωB97M-V/def2-TZVPD).

XYZ file:
```
76
C34H37AuClN2P ωB97M-V/def2-TZVPD
Au 0.117 -1.302 -0.556
C 4.115 -2.751 -1.482
C 4.688 -2.856 -0.220
C 3.930 -2.641 0.922
C 2.583 -2.298 0.829
C 2.035 -2.148 -0.455
C 2.770 -2.420 -1.594
C 1.710 -2.110 1.993
C 2.163 -2.184 3.327
C 1.270 -2.058 4.351
C -0.105 -1.898 4.082
C -1.088 -1.807 5.090
C -2.408 -1.678 4.764
C -2.803 -1.634 3.412
C -1.873 -1.698 2.411
C -0.504 -1.828 2.719
N 0.431 -1.888 1.737
H 4.700 -2.937 -2.372
H 5.728 -3.138 -0.119
H 4.392 -2.759 1.892
H 2.313 -2.372 -2.577
H 3.212 -2.338 3.526
H 1.606 -2.097 5.380
H -0.775 -1.854 6.126
H -3.158 -1.626 5.542
H -3.855 -1.565 3.167
H -2.169 -1.690 1.372
Cl -5.431 0.399 -0.494
C -4.339 -0.857 -0.906
C -4.779 -2.102 -1.336
C -3.832 -3.061 -1.658
C -2.488 -2.753 -1.547
N -2.072 -1.555 -1.119
C -2.977 -0.624 -0.804
H -5.836 -2.312 -1.422
H -4.138 -4.041 -1.995
H -1.724 -3.475 -1.804
H -2.622 0.331 -0.446
C 3.183 1.295 -1.266
C 2.024 1.863 -0.451
C 2.148 1.429 1.012
C 2.019 3.394 -0.507
P 0.364 1.196 -1.092
C -0.881 2.050 -0.091
C -1.275 1.452 1.111
C -2.171 2.086 1.955
C -2.691 3.324 1.604
C -2.307 3.926 0.413
C -1.404 3.300 -0.432
C 0.055 1.430 -2.944
C -1.451 1.379 -3.211
C 0.726 0.239 -3.641
C 0.649 2.737 -3.471
H 4.118 1.667 -0.844
H 3.148 1.603 -2.311
H 3.210 0.209 -1.218
H 3.085 1.821 1.411
H 2.174 0.347 1.106
H 1.336 1.825 1.623
H 2.949 3.739 -0.049
H 1.196 3.822 0.063
H 1.993 3.782 -1.522
H -0.873 0.484 1.382
H -2.460 1.612 2.884
H -3.393 3.823 2.258
H -2.710 4.892 0.142
H -1.102 3.802 -1.340
H -1.878 0.419 -2.924
H -1.607 1.499 -4.285
H -1.999 2.172 -2.709
H 0.333 -0.711 -3.267
H 1.810 0.249 -3.513
H 0.513 0.286 -4.710
H 0.215 3.617 -3.001
H 0.431 2.798 -4.540
H 1.732 2.769 -3.361
```

Computed properties:
- ⟨S²⟩ = 2.0126
- HOMO (alpha / beta) (Eh) = -0.5115 / -0.5171
- 2S+1 = 3
- E_LUMO (alpha / beta) (eV) = -5.872 / -9.293
- total charge = +2
- Kohn-Sham gap (alpha / beta) (Ha) = 0.29573 / 0.17559

Record 4
Entry from OMol25: a structure of composition C34H37BaIN5O3P2S (ωB97M-V/def2-TZVPD).

XYZ file:
```
84
C34H37BaIN5O3P2S ωB97M-V/def2-TZVPD
Ba 0.910 0.266 0.837
O -1.614 -0.670 0.777
P -1.595 -1.237 -0.616
C -0.253 -2.542 -0.639
P 1.427 -2.361 -1.410
O 2.011 -0.990 -1.235
C 1.252 -2.818 -3.135
C 0.394 -3.817 -3.595
C 0.317 -4.087 -4.952
C 1.094 -3.366 -5.850
C 1.951 -2.375 -5.394
C 2.032 -2.098 -4.038
C 2.369 -3.606 -0.530
C 3.103 -3.195 0.583
C 3.768 -4.134 1.356
C 3.711 -5.477 1.012
C 2.994 -5.887 -0.104
C 2.320 -4.954 -0.877
C -1.193 0.034 -1.828
C -0.916 -0.332 -3.148
C -0.569 0.633 -4.076
C -0.497 1.969 -3.695
C -0.787 2.340 -2.392
C -1.142 1.378 -1.453
C -3.091 -2.082 -1.112
C -3.493 -3.174 -0.340
C -4.667 -3.839 -0.647
C -5.442 -3.413 -1.719
C -5.050 -2.322 -2.480
C -3.874 -1.649 -2.178
H -0.686 -3.452 -1.061
H -0.084 -2.772 0.419
H -0.224 -4.384 -2.910
H -0.351 -4.860 -5.309
H 1.031 -3.580 -6.909
H 2.557 -1.815 -6.094
H 2.681 -1.313 -3.671
H 3.177 -2.147 0.847
H 4.328 -3.807 2.221
H 4.234 -6.209 1.613
H 2.964 -6.933 -0.377
H 1.775 -5.279 -1.755
H -0.975 -1.370 -3.453
H -0.350 0.343 -5.095
H -0.217 2.721 -4.420
H -0.740 3.378 -2.092
H -1.392 1.704 -0.445
H -2.897 -3.492 0.508
H -4.983 -4.683 -0.049
H -6.361 -3.932 -1.957
H -5.662 -1.989 -3.307
H -3.576 -0.792 -2.766
I 2.891 -0.126 3.517
N 1.820 2.790 0.350
C 2.159 3.431 1.258
N 2.519 4.135 2.294
C 3.764 3.846 3.023
C 3.469 3.908 4.510
O 2.859 5.142 4.854
C 1.605 5.282 4.220
C 1.768 5.324 2.710
H 4.517 4.590 2.751
H 4.109 2.850 2.749
H 4.395 3.839 5.078
H 2.817 3.072 4.787
H 1.168 6.215 4.574
H 0.949 4.448 4.499
H 2.320 6.221 2.416
H 0.798 5.319 2.213
C -3.797 5.043 2.041
C -3.627 3.553 1.741
C -2.434 2.961 2.414
N -1.411 2.488 1.799
N -0.436 1.998 2.633
C -0.741 2.110 3.896
N 0.068 1.738 4.907
S -2.286 2.867 4.154
H -4.662 5.441 1.513
H -2.915 5.601 1.725
H -3.947 5.217 3.107
H -3.494 3.388 0.671
H -4.521 3.005 2.046
H 0.881 1.173 4.664
H -0.321 1.603 5.823
```

Computed properties:
- energy relative to the best compared isomer or geometry (same formula, charge and spin) (kcal per mole) = 12.3
- HOMO (Eh) = -0.3811
- E_LUMO (eV) = -2.095
- total charge = +1
- Kohn-Sham gap (Ha) = 0.30408

Record 5
Entry from OMol25: a structure of composition C34H37MoN7O5S2 in a non-equilibrium geometry (ωB97M-V/def2-TZVPD).

XYZ file:
```
86
C34H37MoN7O5S2 ωB97M-V/def2-TZVPD
Mo -0.481 -0.284 0.275
C -3.917 -0.508 -2.553
C -2.972 0.174 -1.622
N -2.048 -0.541 -1.050
N -1.946 -1.857 -1.358
C -0.715 -2.189 -1.627
S 0.687 -1.030 -1.583
S -0.397 -3.874 -1.947
C 0.542 -3.729 -3.517
C -0.343 -3.290 -4.652
C -0.430 -1.940 -4.990
C -1.280 -1.522 -6.008
C -2.049 -2.451 -6.694
C -1.959 -3.799 -6.368
C -1.111 -4.216 -5.353
C -2.991 1.589 -1.349
C -3.970 2.425 -1.909
C -3.974 3.781 -1.693
C -2.979 4.359 -0.907
C -2.001 3.569 -0.347
C -1.988 2.189 -0.553
O -0.984 1.521 0.037
H -3.389 -0.759 -3.478
H -4.782 0.095 -2.797
H -4.240 -1.452 -2.114
H 0.936 -4.732 -3.670
H 1.388 -3.058 -3.370
H 0.191 -1.214 -4.479
H -1.324 -0.473 -6.279
H -2.705 -2.129 -7.495
H -2.547 -4.528 -6.913
H -1.045 -5.271 -5.103
H -4.744 2.007 -2.538
H -4.744 4.396 -2.141
H -2.971 5.430 -0.740
H -1.213 3.997 0.261
O 0.896 -3.314 2.794
C 1.194 -2.620 1.837
O 0.421 -1.867 1.172
C 2.672 -2.657 1.363
N 3.348 -3.663 2.254
C 4.411 -2.956 3.064
C 3.954 -1.505 3.037
C 3.422 -1.343 1.612
H 2.705 -2.991 0.331
H 3.722 -4.454 1.741
H 2.573 -3.993 2.856
H 5.358 -3.089 2.546
H 4.471 -3.407 4.049
H 4.770 -0.821 3.266
H 3.158 -1.341 3.769
H 4.245 -1.244 0.904
H 2.775 -0.480 1.495
C 0.857 0.611 4.478
C 0.312 0.060 3.339
N 0.315 0.725 2.168
C 0.890 1.924 2.103
C 1.534 2.520 3.182
C 1.472 1.854 4.402
C 2.215 3.817 3.064
C 2.919 4.319 2.044
C 3.326 3.727 0.758
C 3.892 4.559 -0.203
C 4.277 3.988 -1.408
N 4.126 2.690 -1.654
C 3.595 1.974 -0.668
N 3.192 2.411 0.517
H 0.805 0.065 5.412
H -0.140 -0.917 3.346
H 0.837 2.424 1.153
H 1.916 2.299 5.286
H 2.141 4.441 3.951
H 3.299 5.326 2.182
H 4.026 5.618 -0.019
H 4.715 4.588 -2.199
H 3.472 0.909 -0.862
N -4.962 0.427 3.398
C -4.075 0.455 2.247
C -2.860 -0.418 2.552
O -2.788 -0.852 3.762
O -2.018 -0.709 1.705
H -5.754 -0.189 3.267
H -5.310 1.340 3.652
H -3.611 -0.499 4.204
H -3.697 1.461 2.061
H -4.518 0.108 1.315
```

Computed properties:
- energy relative to the best compared isomer or geometry (same formula, charge and spin) (kcal per mole) = 23.3
- HOMO (alpha / beta) (Eh) = -0.4746 / -0.4746
- E_LUMO (alpha / beta) (eV) = -5.982 / -5.977
- total charge = +2
- Kohn-Sham gap (alpha / beta) (Ha) = 0.25473 / 0.25490

What did the fourth record say?
Entry from OMol25: a structure of composition C34H37BaIN5O3P2S (ωB97M-V/def2-TZVPD).

XYZ file:
```
84
C34H37BaIN5O3P2S ωB97M-V/def2-TZVPD
Ba 0.910 0.266 0.837
O -1.614 -0.670 0.777
P -1.595 -1.237 -0.616
C -0.253 -2.542 -0.639
P 1.427 -2.361 -1.410
O 2.011 -0.990 -1.235
C 1.252 -2.818 -3.135
C 0.394 -3.817 -3.595
C 0.317 -4.087 -4.952
C 1.094 -3.366 -5.850
C 1.951 -2.375 -5.394
C 2.032 -2.098 -4.038
C 2.369 -3.606 -0.530
C 3.103 -3.195 0.583
C 3.768 -4.134 1.356
C 3.711 -5.477 1.012
C 2.994 -5.887 -0.104
C 2.320 -4.954 -0.877
C -1.193 0.034 -1.828
C -0.916 -0.332 -3.148
C -0.569 0.633 -4.076
C -0.497 1.969 -3.695
C -0.787 2.340 -2.392
C -1.142 1.378 -1.453
C -3.091 -2.082 -1.112
C -3.493 -3.174 -0.340
C -4.667 -3.839 -0.647
C -5.442 -3.413 -1.719
C -5.050 -2.322 -2.480
C -3.874 -1.649 -2.178
H -0.686 -3.452 -1.061
H -0.084 -2.772 0.419
H -0.224 -4.384 -2.910
H -0.351 -4.860 -5.309
H 1.031 -3.580 -6.909
H 2.557 -1.815 -6.094
H 2.681 -1.313 -3.671
H 3.177 -2.147 0.847
H 4.328 -3.807 2.221
H 4.234 -6.209 1.613
H 2.964 -6.933 -0.377
H 1.775 -5.279 -1.755
H -0.975 -1.370 -3.453
H -0.350 0.343 -5.095
H -0.217 2.721 -4.420
H -0.740 3.378 -2.092
H -1.392 1.704 -0.445
H -2.897 -3.492 0.508
H -4.983 -4.683 -0.049
H -6.361 -3.932 -1.957
H -5.662 -1.989 -3.307
H -3.576 -0.792 -2.766
I 2.891 -0.126 3.517
N 1.820 2.790 0.350
C 2.159 3.431 1.258
N 2.519 4.135 2.294
C 3.764 3.846 3.023
C 3.469 3.908 4.510
O 2.859 5.142 4.854
C 1.605 5.282 4.220
C 1.768 5.324 2.710
H 4.517 4.590 2.751
H 4.109 2.850 2.749
H 4.395 3.839 5.078
H 2.817 3.072 4.787
H 1.168 6.215 4.574
H 0.949 4.448 4.499
H 2.320 6.221 2.416
H 0.798 5.319 2.213
C -3.797 5.043 2.041
C -3.627 3.553 1.741
C -2.434 2.961 2.414
N -1.411 2.488 1.799
N -0.436 1.998 2.633
C -0.741 2.110 3.896
N 0.068 1.738 4.907
S -2.286 2.867 4.154
H -4.662 5.441 1.513
H -2.915 5.601 1.725
H -3.947 5.217 3.107
H -3.494 3.388 0.671
H -4.521 3.005 2.046
H 0.881 1.173 4.664
H -0.321 1.603 5.823
```

Computed properties:
- energy relative to the best compared isomer or geometry (same formula, charge and spin) (kcal per mole) = 12.3
- HOMO (Eh) = -0.3811
- E_LUMO (eV) = -2.095
- total charge = +1
- Kohn-Sham gap (Ha) = 0.30408